Density functional theory data (ωB97M-V/def2-TZVPD) for a 7-piece molecular cluster, C6H27NO6 overall at a distorted geometry.

- Spin multiplicity: 1
- Energy above the lowest of the compared OMol25 structures with the same formula, charge and spin: 24.9 kcal per mole
- E: -750.94102 Ha
- SMILES: CCCNCCC.O.O.O.O.O.O
- LUMO energy: -0.135 eV
- HOMO energy: -8.704 eV

The geometry in XYZ format:
```
40
C6H27NO6, DFT ωB97M-V/def2-TZVPD
O 2.746 -0.584 -2.087
O 0.130 -1.552 2.827
O 0.237 -1.386 -1.172
O -2.374 -2.276 3.325
O -1.047 0.753 -3.218
O 2.422 -2.517 0.290
N -0.454 1.112 0.643
C -2.637 0.042 0.506
C 0.406 2.250 0.242
C -1.868 1.385 0.349
C 1.811 2.115 0.876
C 2.715 1.197 0.010
C -3.170 -0.502 -0.860
H -4.138 -0.945 -0.746
H 0.962 -1.995 2.609
H 0.244 -0.710 2.358
H 3.315 -2.425 -0.068
H -2.007 -0.804 0.862
H -1.290 -0.105 -3.583
H -2.387 -1.501 3.891
H 1.643 1.723 1.867
H 1.046 -0.898 -1.417
H 0.476 2.193 -0.847
H -3.158 0.290 -1.617
H 2.287 1.086 -1.007
H 3.564 -0.303 -1.656
H -2.489 -1.339 -1.120
H -1.071 0.561 -2.269
H -0.058 3.200 0.479
H 3.664 1.602 -0.333
H 0.058 -2.034 -1.866
H -2.260 2.255 0.914
H 2.681 0.227 0.516
H 1.857 -2.435 -0.498
H -0.196 0.210 0.269
H -1.464 -2.353 2.981
H -3.454 0.069 1.268
H 2.437 3.032 1.044
H 2.827 -0.359 -3.021
H -2.009 1.717 -0.742
```

=====

Density functional theory data (ωB97M-V/def2-TZVPD) for a 7-piece molecular cluster, C6H27NO7 overall at a distorted geometry.

- Spin multiplicity: 1
- Energy above the lowest of the compared OMol25 structures with the same formula, charge and spin: 19.3 kcal per mole
- E: -826.22818 Ha
- SMILES: CC(C)C[C@@H](N)CO.O.O.O.O.O.O
- LUMO energy: 0.001 eV
- HOMO energy: -9.409 eV

The geometry in XYZ format:
```
41
C6H27NO7, DFT ωB97M-V/def2-TZVPD
O 3.282 -0.939 1.302
O -1.865 0.604 3.297
O 0.601 -3.405 -2.537
O -0.541 -3.171 0.214
O 2.630 3.467 -0.699
O -2.038 -1.703 -1.659
O -1.872 -2.114 2.532
N 1.615 1.572 1.482
C 0.109 1.468 -2.431
C -1.855 1.851 -0.905
C 1.461 0.469 0.506
C -0.323 1.652 -0.984
C 0.118 0.416 -0.185
C 1.880 -0.882 1.084
H -2.131 2.715 -0.303
H -2.506 -2.390 3.198
H -2.805 0.802 3.302
H -1.716 -1.169 2.698
H 2.233 0.766 -0.219
H 1.498 -1.714 0.506
H 2.456 1.411 2.015
H -2.290 1.987 -1.896
H 1.184 1.333 -2.533
H -1.387 1.249 3.818
H 1.946 3.264 -1.337
H 1.352 -3.996 -2.580
H -1.030 -2.599 -0.393
H -0.654 0.208 0.574
H 3.790 -0.777 0.502
H 0.152 2.505 -0.526
H 0.098 -3.627 -1.744
H 2.377 3.118 0.147
H -0.944 -3.078 1.088
H 1.492 -0.935 2.098
H -2.314 0.970 -0.463
H -1.638 -0.944 -2.083
H -2.614 -2.191 -2.249
H -0.280 2.185 -3.163
H -0.373 0.580 -2.870
H 0.077 -0.535 -0.725
H 0.825 1.573 2.121
```